C5H7NO as an isolated structure, computed with the ωB97M-V functional and the def2-TZVPD basis.

The geometry in XYZ format:
```
14
Properties=species:S:1:pos:R:3:forces:R:3
C -1.730082 0.102919 0.271520 -0.05 -0.01 0.06
C -0.416050 0.182990 -0.498025 -0.01 0.13 -0.01
C 0.611860 0.996359 0.108162 0.34 -0.09 0.13
C 1.701559 1.242465 0.628450 -0.22 0.05 -0.09
N 1.514095 -1.285737 -0.098914 -0.13 -0.29 -0.12
C 0.297735 -1.280196 -0.558096 -0.13 -0.07 -0.07
O -0.480919 -2.115846 -1.036876 0.22 0.11 0.09
H -2.308520 1.030828 0.219818 0.09 -0.13 -0.01
H -1.548118 -0.150799 1.320382 -0.02 0.03 -0.13
H -2.298356 -0.710950 -0.183034 0.04 0.12 0.07
H -0.578444 0.492622 -1.534746 0.05 -0.03 0.11
H 0.729125 2.187157 0.459307 -0.03 0.19 0.04
H 2.630930 1.541804 1.077918 -0.20 -0.07 -0.10
H 1.875183 -2.233611 -0.175871 0.05 0.06 0.03
```
Positions in Å, forces in eV/Å.

HOMO level = -8.09 eV
2S+1 = 1
LUMO energy = -0.30 eV
Molar mass = 97.12 g mol⁻¹